1.
Here is a cluster of 13 separate species, C28H89N7O13 in total at a distorted geometry from OMol25. Energies are from ωB97M-V/def2-TZVPD.

Structure (ORCA input):
```
! RIJCOSX wB97M-V def2-TZVPD def2/J DEFGRID3
* xyz 0 1
C 5.867 3.875 -3.048
C 4.735 3.885 -4.041
C 3.460 3.034 -3.719
O 3.844 1.868 -2.998
C 2.854 0.861 -2.894
N 4.499 5.229 -4.512
H 5.500 4.330 -2.128
H 6.680 4.484 -3.444
H 6.139 2.874 -2.711
H 5.199 3.403 -4.902
H 2.964 2.620 -4.596
H 2.827 3.594 -3.031
H 1.886 1.264 -2.598
H 3.118 0.060 -2.203
H 2.872 0.298 -3.828
H 4.040 5.665 -3.725
H 5.381 5.715 -4.592
C -3.597 -2.552 1.144
C -2.380 -2.935 0.296
C -1.191 -2.036 0.726
O -1.128 -0.765 0.156
C 0.044 -0.012 0.089
N -2.065 -4.219 0.821
H -4.475 -3.197 1.165
H -3.957 -1.583 0.797
H -3.413 -2.468 2.215
H -2.553 -2.950 -0.780
H -0.334 -2.539 0.277
H -1.012 -1.950 1.798
H 0.401 0.128 1.109
H -0.144 0.965 -0.357
H 0.817 -0.602 -0.404
H -2.824 -4.869 0.679
H -1.326 -4.725 0.354
C -4.530 2.032 -0.532
C -3.230 2.218 0.324
C -3.129 3.687 0.788
O -3.032 4.526 -0.407
C -3.166 5.903 -0.251
N -3.258 1.240 1.417
H -4.544 2.686 -1.404
H -5.417 2.403 -0.019
H -4.632 1.019 -0.922
H -2.305 2.037 -0.223
H -2.243 3.924 1.378
H -3.962 3.912 1.454
H -3.174 6.388 -1.227
H -2.332 6.197 0.386
H -4.063 6.049 0.350
H -2.911 0.346 1.100
H -2.624 1.466 2.170
C -4.081 -9.001 2.858
C -4.419 -7.519 2.493
C -4.278 -7.387 0.909
O -2.904 -7.479 0.538
C -2.792 -7.328 -0.860
N -5.760 -7.333 2.977
H -4.909 -9.687 2.678
H -3.957 -9.331 3.890
H -3.171 -9.333 2.358
H -3.706 -6.873 3.005
H -4.519 -6.354 0.658
H -4.959 -8.055 0.382
H -3.203 -6.429 -1.320
H -2.897 -8.208 -1.494
H -1.729 -7.118 -0.974
H -6.362 -8.118 2.773
H -6.096 -6.484 2.543
C 3.174 7.079 -1.242
C 3.377 6.729 0.204
C 3.602 5.224 0.340
O 2.391 4.538 0.137
C 2.533 3.140 0.187
N 4.252 7.640 0.970
H 4.077 6.858 -1.811
H 2.927 8.094 -1.553
H 2.531 6.347 -1.732
H 2.400 7.025 0.586
H 3.996 5.106 1.349
H 4.428 4.918 -0.302
H 2.840 2.798 1.176
H 3.182 2.728 -0.585
H 1.499 2.798 0.170
H 4.182 7.503 1.969
H 5.136 7.198 0.763
C 6.268 1.071 4.226
C 5.372 2.224 3.665
C 3.926 2.132 4.172
O 3.287 0.902 3.776
C 1.841 0.920 3.708
N 5.909 3.535 3.813
H 6.377 1.154 5.308
H 7.219 0.980 3.702
H 5.859 0.089 3.990
H 5.333 2.078 2.585
H 3.324 2.934 3.745
H 3.752 2.321 5.231
H 1.362 1.541 2.951
H 1.372 1.246 4.636
H 1.576 -0.122 3.533
H 6.479 3.818 3.028
H 6.432 3.773 4.643
C -0.683 -2.200 -5.187
C -1.049 -1.720 -3.765
C -0.803 -0.225 -3.581
O -1.492 0.608 -4.540
C -0.597 1.369 -5.355
N -2.455 -2.060 -3.522
H -1.277 -1.681 -5.938
H -0.896 -3.269 -5.209
H 0.335 -2.128 -5.569
H -0.410 -2.276 -3.079
H 0.262 0.008 -3.571
H -1.240 0.107 -2.639
H 0.441 1.067 -5.497
H -0.411 2.388 -5.017
H -1.051 1.404 -6.345
H -3.016 -1.677 -4.270
H -2.759 -1.472 -2.760
O -5.791 -2.988 3.863
H -6.369 -3.432 4.483
H -6.377 -2.450 3.331
O -1.414 -4.574 -2.684
H -0.746 -4.567 -3.370
H -1.938 -3.791 -2.852
O -3.472 -1.849 4.964
H -4.273 -2.158 4.541
H -3.677 -0.956 5.240
O 1.093 -5.192 -1.181
H 1.476 -4.410 -1.577
H 0.159 -5.129 -1.382
O 3.382 0.000 0.884
H 3.323 -0.951 0.968
H 3.638 0.303 1.755
O -2.944 -4.767 4.215
H -2.724 -4.234 3.450
H -2.892 -4.159 4.953
*
```

gap between HOMO and LUMO: 9.200 eV
total energy: -67521.236 eV
highest occupied orbital energy: -0.3292 Ha
ΔE to the lowest compared entry with this formula, charge and spin: 285.8 kJ/mol


2.
Here is a cluster of 14 separate species, C28H91N7O14 in total at a distorted geometry from OMol25. Energies are from ωB97M-V/def2-TZVPD.

Structure (ORCA input):
```
! RIJCOSX wB97M-V def2-TZVPD def2/J DEFGRID3
* xyz 0 1
O 5.686 1.186 2.730
H 5.063 1.687 2.177
H 5.715 0.353 2.220
O -0.865 -0.584 -3.723
H -1.014 0.156 -4.284
H -1.704 -1.094 -3.656
O 1.577 -0.306 -2.188
H 1.008 -0.007 -1.442
H 0.897 -0.293 -2.866
O 0.042 -0.255 0.189
H -0.666 0.375 0.184
H -0.267 -1.151 -0.151
O -2.172 1.687 0.347
H -1.837 2.071 -0.480
H -2.999 1.296 0.074
O 3.929 -0.890 4.370
H 4.392 -0.079 4.122
H 3.289 -1.005 3.670
O -2.290 4.481 1.091
H -2.330 4.596 2.051
H -2.263 3.495 0.919
C -1.961 5.298 -2.400
C -2.001 3.834 -2.902
C -1.525 3.730 -4.349
O -1.373 2.374 -4.750
C -1.069 2.134 -6.103
N -1.155 3.032 -1.880
H -2.344 5.272 -1.344
H -2.688 5.831 -3.015
H -0.974 5.768 -2.389
H -3.038 3.491 -2.872
H -0.537 4.210 -4.465
H -2.213 4.246 -5.004
H -0.997 1.066 -6.245
H -0.145 2.553 -6.442
H -1.825 2.520 -6.809
H -0.370 3.600 -1.597
H -0.762 2.268 -2.423
C -0.944 2.319 3.592
C -0.554 1.206 4.564
C -1.920 0.915 5.270
O -2.435 1.971 5.933
C -2.282 2.034 7.348
N -0.279 -0.001 3.727
H -1.383 3.168 4.155
H -1.665 1.867 2.939
H -0.180 2.641 2.867
H 0.238 1.488 5.309
H -1.747 0.033 5.978
H -2.554 0.701 4.466
H -2.879 2.805 7.809
H -1.222 2.066 7.679
H -2.711 1.138 7.876
H 0.138 -0.798 4.232
H 0.305 0.206 2.933
C 4.870 0.278 -0.811
C 6.370 -0.007 -0.724
C 6.482 -1.365 -0.113
O 5.663 -1.370 1.061
C 5.668 -2.597 1.767
N 6.985 0.122 -2.084
H 4.423 0.546 0.138
H 4.430 -0.599 -1.302
H 4.800 1.077 -1.518
H 6.886 0.712 -0.093
H 7.518 -1.723 0.048
H 6.011 -1.986 -0.847
H 5.187 -2.443 2.766
H 6.728 -2.969 1.944
H 5.178 -3.377 1.136
H 7.912 -0.258 -2.156
H 6.367 -0.121 -2.795
C 2.013 4.847 2.667
C 2.176 4.314 1.223
C 2.868 3.008 1.066
O 4.228 3.046 1.485
C 4.982 3.538 0.395
N 0.818 4.057 0.505
H 2.860 5.328 3.146
H 1.535 4.137 3.278
H 1.258 5.661 2.645
H 2.650 5.164 0.740
H 2.790 2.634 0.070
H 2.395 2.309 1.708
H 5.430 2.655 -0.116
H 5.819 4.088 0.802
H 4.363 4.150 -0.233
H 0.245 4.905 0.621
H 0.355 3.286 0.928
C 1.010 -2.881 2.796
C 2.100 -2.839 1.724
C 1.691 -3.637 0.410
O 0.523 -3.073 -0.210
C 0.545 -3.367 -1.618
N 2.367 -1.399 1.457
H 1.297 -2.710 3.863
H 0.376 -3.805 2.806
H 0.303 -2.060 2.512
H 3.069 -3.287 2.064
H 1.540 -4.665 0.532
H 2.450 -3.484 -0.322
H 1.439 -2.942 -2.104
H -0.384 -2.908 -2.014
H 0.504 -4.416 -1.873
H 3.057 -1.391 0.715
H 1.611 -0.789 1.173
C -4.520 -7.059 -1.183
C -3.920 -5.965 -2.103
C -3.053 -5.136 -1.209
O -3.831 -4.402 -0.386
C -3.055 -3.553 0.391
N -3.117 -6.436 -3.231
H -3.754 -7.885 -1.056
H -5.443 -7.430 -1.583
H -4.752 -6.597 -0.134
H -4.699 -5.322 -2.438
H -2.339 -4.529 -1.769
H -2.413 -5.829 -0.645
H -2.383 -2.962 -0.218
H -2.353 -4.110 1.067
H -3.764 -2.922 0.918
H -2.544 -7.249 -2.952
H -3.647 -6.721 -4.029
C -5.624 -1.751 -1.845
C -4.533 -1.051 -2.669
C -3.742 -0.138 -1.680
O -4.521 0.733 -0.865
C -5.018 1.786 -1.673
N -3.522 -1.982 -3.265
H -5.163 -2.338 -1.003
H -6.132 -2.553 -2.339
H -6.414 -1.143 -1.375
H -4.937 -0.436 -3.525
H -2.971 0.379 -2.258
H -3.143 -0.796 -1.065
H -4.287 2.306 -2.249
H -5.417 2.579 -0.936
H -5.927 1.453 -2.185
H -3.755 -2.304 -4.183
H -3.214 -2.735 -2.626
*
```

gap between HOMO and LUMO: 9.113 eV
total energy: -69603.789 eV
highest occupied orbital energy: -0.3204 Ha
ΔE to the lowest compared entry with this formula, charge and spin: 200.0 kJ/mol


3.
Here is a cluster of 32 separate species, C29H110NO36P2 in total at a distorted geometry from OMol25. Energies are from ωB97M-V/def2-TZVPD.

Structure (ORCA input):
```
! RIJCOSX wB97M-V def2-TZVPD def2/J DEFGRID3
* xyz -1 1
C 5.310 -4.127 1.998
C 4.394 -4.096 1.217
C 3.205 -3.865 0.346
C 3.657 -3.379 -1.056
O 4.736 -2.472 -1.109
P 4.546 -1.293 -2.413
C 6.457 -1.285 -2.505
N 4.336 -0.092 -3.819
C 4.577 1.076 -3.570
O 5.079 2.147 -3.533
P 4.444 0.239 -0.793
C 2.704 0.827 -0.434
C 2.409 0.922 1.103
C 5.311 -0.282 0.753
C 5.557 0.947 1.693
O 2.820 -1.580 -2.555
C 2.419 -2.587 -1.658
C 1.422 -3.657 -2.213
C 0.219 -3.723 -1.260
O -0.972 -4.165 -1.882
C -1.858 -4.681 -0.884
C -2.211 -3.501 0.051
O -3.580 -3.494 0.520
C -3.898 -2.162 0.822
C -5.056 -1.547 0.341
C -5.319 -0.200 0.618
C -4.439 0.584 1.397
C -4.727 2.094 1.644
C -3.581 2.657 2.521
C -6.060 2.108 2.451
C -4.877 2.752 0.216
C -4.343 4.188 0.067
C -4.882 5.214 1.114
C -4.896 4.709 -1.320
C -2.775 4.238 -0.092
C -3.304 -0.063 1.888
C -3.036 -1.406 1.619
H 5.982 -4.430 2.777
H 2.537 -3.167 0.869
H 2.653 -4.816 0.288
H 4.019 -4.228 -1.660
H 4.660 -2.319 -3.419
H 6.925 -1.363 -1.514
H 6.745 -2.195 -3.054
H 6.854 -0.436 -3.083
H 1.905 0.216 -0.876
H 2.628 1.853 -0.825
H 2.845 1.840 1.527
H 1.327 0.928 1.318
H 2.815 0.054 1.645
H 6.289 -0.738 0.560
H 4.756 -1.035 1.341
H 4.916 0.886 2.587
H 6.595 0.947 2.052
H 5.302 1.885 1.176
H 2.044 -2.027 -0.779
H 1.138 -3.319 -3.223
H 1.927 -4.627 -2.313
H 0.485 -4.357 -0.391
H 0.117 -2.702 -0.844
H -1.313 -5.477 -0.354
H -2.743 -5.149 -1.336
H -1.508 -3.533 0.897
H -2.061 -2.590 -0.546
H -5.769 -2.093 -0.281
H -6.211 0.279 0.216
H -2.598 2.608 2.040
H -3.499 2.007 3.402
H -3.782 3.659 2.918
H -6.313 3.106 2.835
H -6.880 1.691 1.852
H -5.931 1.463 3.336
H -5.947 2.780 -0.021
H -4.439 2.066 -0.523
H -5.547 4.787 1.871
H -4.019 5.636 1.646
H -5.351 6.065 0.595
H -4.275 5.575 -1.594
H -4.726 3.945 -2.096
H -5.960 4.965 -1.223
H -2.303 4.972 0.575
H -2.426 3.214 0.112
H -2.524 4.410 -1.150
H -2.568 0.453 2.496
H -2.130 -1.836 2.042
O 4.004 -4.651 -4.027
H 3.407 -3.939 -3.762
H 3.911 -4.690 -4.986
O -2.700 5.755 3.454
H -2.623 6.706 3.301
H -2.029 5.560 4.124
O -4.109 6.801 5.673
H -5.048 6.893 5.459
H -3.733 6.401 4.869
O 8.108 -1.305 -5.340
H 8.607 -1.169 -6.152
H 7.374 -0.682 -5.408
O 4.379 -6.413 -6.207
H 4.829 -6.488 -5.353
H 3.901 -7.247 -6.294
O -1.833 -7.055 1.263
H -1.919 -7.856 0.734
H -2.731 -6.867 1.554
O -1.353 1.465 4.140
H -1.213 1.024 4.987
H -0.560 1.255 3.631
O 4.613 4.144 1.001
H 4.498 3.661 0.171
H 5.386 4.703 0.844
O 4.414 -6.460 -0.886
H 4.819 -5.813 -0.295
H 5.070 -7.160 -0.950
O -0.455 4.230 4.656
H 0.311 4.316 5.232
H -0.565 3.276 4.532
O -1.114 6.878 0.618
H -0.405 6.542 1.178
H -0.693 7.005 -0.239
O 1.876 -4.137 3.135
H 1.096 -4.703 3.181
H 2.618 -4.754 3.141
O 6.816 -8.455 -5.970
H 7.339 -8.337 -6.769
H 6.101 -7.815 -6.061
O -1.527 -2.051 4.449
H -2.250 -2.683 4.534
H -0.740 -2.605 4.436
O -6.872 7.661 5.677
H -7.735 8.015 5.419
H -6.412 8.419 6.054
O -1.103 -4.379 5.983
H -1.855 -4.837 6.370
H -0.412 -4.463 6.648
O 6.081 6.622 1.086
H 5.212 6.939 0.816
H 6.529 7.406 1.417
O 6.829 -5.122 -2.302
H 6.277 -4.393 -1.983
H 6.682 -5.120 -3.252
O 8.715 0.011 -0.296
H 9.179 -0.200 -1.113
H 9.258 0.685 0.124
O -6.976 7.758 2.026
H -6.309 7.961 1.360
H -6.459 7.451 2.784
O -6.858 1.583 -1.659
H -6.399 1.707 -2.497
H -7.588 2.210 -1.695
O 6.224 -3.656 -7.052
H 6.678 -3.725 -6.203
H 5.746 -4.491 -7.135
O -8.542 9.542 4.102
H -9.478 9.617 3.878
H -8.145 9.135 3.317
O 1.408 -6.804 -5.861
H 0.541 -6.444 -6.086
H 1.886 -6.052 -5.490
O -11.796 9.518 4.805
H -12.590 9.084 5.133
H -11.175 9.454 5.539
O 1.444 4.290 0.235
H 2.185 4.435 0.838
H 1.415 3.331 0.129
O -7.973 9.945 0.274
H -7.213 10.426 -0.070
H -7.601 9.345 0.933
O 3.719 -2.226 -8.053
H 4.397 -2.542 -7.439
H 4.197 -2.096 -8.877
O 1.245 -7.084 -0.722
H 1.053 -7.460 -1.587
H 2.051 -6.570 -0.868
O -1.127 -7.461 -7.697
H -1.884 -8.054 -7.674
H -0.365 -8.048 -7.643
O -3.396 -4.940 3.499
H -3.608 -4.661 2.596
H -3.390 -5.901 3.462
*
```

gap between HOMO and LUMO: 5.334 eV
total energy: -125633.863 eV
highest occupied orbital energy: -0.1409 Ha
ΔE to the lowest compared entry with this formula, charge and spin: 0.0 kJ/mol